(1)
{
  "formula": "C32H54Br2F6N3O12P2S",
  "method": "the ωB97M-V functional and the def2-TZVPD basis",
  "species": ["C", "C", "C", "C", "C", "C", "C", "C", "C", "C", "C", "N", "C", "C", "C", "F", "Br", "C", "F", "F", "Br", "C", "C", "O", "N", "O", "P", "S", "C", "P", "N", "C", "F", "F", "F", "C", "O", "C", "C", "C", "H", "H", "H", "H", "H", "H", "H", "H", "H", "H", "H", "H", "H", "H", "H", "H", "H", "H", "H", "H", "H", "H", "H", "H", "H", "H", "H", "H", "H", "H", "H", "H", "H", "H", "H", "H", "H", "H", "H", "H", "H", "H", "C", "C", "O", "C", "O", "O", "H", "H", "H", "H", "C", "C", "O", "C", "O", "O", "H", "H", "H", "H", "C", "C", "O", "C", "O", "O", "H", "H", "H", "H"],
  "positions_angstrom": [[-2.974769, -0.100179, 3.860414], [-3.541128, -1.506948, 3.548691], [-4.575491, -1.548366, 2.402859], [-4.103883, -2.332338, 1.156653], [-4.366944, -1.555185, -0.140750], [-4.270140, -2.349996, -1.445902], [-2.865514, -2.494213, -2.059596], [-1.795054, -3.078556, -1.115593], [-0.747068, -2.132488, -0.493343], [-1.131642, -0.663634, -0.292621], [0.100405, 0.257295, -0.328406], [0.257823, 0.833907, -1.729824], [1.433706, 0.346400, -2.529742], [1.051777, -0.916695, -3.319373], [2.247478, -1.821727, -3.547953], [3.222173, -1.073034, -4.158104], [3.001004, -2.457613, -1.888022], [1.877574, -3.004705, -4.542894], [2.395226, -2.697441, -5.737542], [0.539159, -3.062336, -4.670995], [2.563059, -4.733355, -4.049338], [-0.122864, 2.317898, -1.745200], [-1.304480, 2.341609, -2.766969], [-1.553644, 3.667401, -3.190034], [-1.847354, 3.680394, -4.625993], [-1.996970, 4.754003, -4.997385], [1.145637, 3.495302, -2.521361], [3.012974, 3.212574, -2.070712], [-0.488625, 2.679937, -0.249258], [0.224252, 4.304830, 0.481758], [-0.482569, 5.611048, -0.008322], [-2.008176, 2.833633, 0.055520], [-2.599208, 3.684474, -0.774289], [-2.201934, 3.288934, 1.282074], [-2.670117, 1.671304, -0.056001], [0.146456, 1.492993, 0.597682], [-0.592093, 1.313982, 1.777836], [1.665337, 1.671640, 0.952020], [2.006376, 2.092759, 2.391639], [3.454488, 2.600472, 2.438251], [-3.451506, 0.661080, 3.243100], [-1.902888, -0.054133, 3.647004], [-3.088639, 0.155607, 4.911840], [-3.978419, -1.914442, 4.460557], [-2.697529, -2.154979, 3.305462], [-5.455833, -2.062009, 2.794676], [-4.885428, -0.539207, 2.127186], [-4.666791, -3.264866, 1.075299], [-3.046258, -2.564572, 1.284178], [-3.755119, -0.652504, -0.182373], [-5.398999, -1.196467, -0.060044], [-4.873727, -1.814346, -2.185934], [-4.712519, -3.342739, -1.348021], [-2.562368, -1.555310, -2.541525], [-2.964847, -3.201764, -2.887637], [-2.299850, -3.651078, -0.338361], [-1.237090, -3.824419, -1.688052], [-0.519768, -2.512655, 0.505284], [0.188160, -2.241564, -1.047436], [-1.616225, -0.558686, 0.677718], [-1.866335, -0.307944, -1.015686], [0.947303, -0.405181, -0.155595], [-0.529310, 0.378017, -2.196582], [2.266162, 0.131268, -1.863903], [1.782856, 1.103849, -3.221263], [0.209374, -1.459659, -2.893970], [0.731534, -0.595879, -4.317303], [-2.209017, 1.921847, -2.328552], [-1.009109, 1.766435, -3.654152], [0.657783, 4.760183, -2.203338], [0.888305, 3.305557, -3.882312], [1.600327, 4.269510, 0.238231], [0.039848, 4.043160, 1.833384], [0.178829, 6.260102, -0.420699], [-0.425754, 0.438612, 2.144647], [2.166350, 2.369389, 0.283371], [2.173464, 0.717220, 0.803295], [1.363032, 2.886815, 2.756657], [1.930794, 1.236639, 3.063927], [4.136224, 1.955205, 1.886281], [3.507249, 3.618856, 2.044569], [3.775637, 2.677461, 3.478008], [1.825059, -6.230093, 2.387522], [2.469274, -4.883630, 2.663534], [1.456008, -3.974972, 2.168571], [0.269164, -4.611167, 2.199184], [-0.784547, -4.078655, 2.019112], [0.425385, -5.917805, 2.454002], [2.075916, -6.989788, 3.121386], [2.045986, -6.608638, 1.388124], [2.616987, -4.696118, 3.720695], [3.404891, -4.729458, 2.136902], [-3.654994, 7.242396, -1.609684], [-2.617875, 6.864895, -2.649302], [-2.169986, 8.143573, -3.109586], [-2.421496, 9.062131, -2.140507], [-2.015927, 10.175002, -2.147687], [-3.186451, 8.518483, -1.167583], [-3.701673, 6.548587, -0.775018], [-4.650788, 7.364717, -2.040593], [-1.779718, 6.335324, -2.202964], [-3.020873, 6.287690, -3.472461], [8.009943, -5.295366, 3.922943], [7.534935, -4.758059, 2.584837], [6.108887, -4.743277, 2.759167], [5.843309, -4.680936, 4.086537], [4.762972, -4.489833, 4.546404], [6.962840, -4.866701, 4.803786], [8.962086, -4.886273, 4.245978], [8.058566, -6.384408, 3.943903], [7.873269, -3.738019, 2.400208], [7.803714, -5.385991, 1.740780]],
  "atomic_forces_ev_per_a": [[0.12, -0.30, -0.20], [0.20, 0.41, 0.07], [0.12, -0.68, 0.30], [-0.10, 0.57, -0.15], [-0.49, -0.28, 0.21], [0.38, 0.65, -0.34], [-0.16, -0.51, 0.02], [-0.03, -0.06, -0.34], [-0.15, -0.24, 0.32], [0.15, 0.23, 0.05], [-0.48, -0.46, 0.00], [-0.30, -0.29, -0.25], [0.51, -0.58, -0.14], [-0.14, 0.56, -0.38], [0.15, -0.06, -0.21], [-0.18, -0.12, 0.19], [-0.09, 0.27, 0.33], [0.55, -0.04, 0.05], [-0.32, 0.09, -0.01], [0.06, -0.10, 0.06], [-0.25, -0.19, -0.29], [-0.90, 0.66, -0.04], [-0.05, 0.46, 0.02], [0.10, 0.10, 0.25], [0.09, -0.11, -0.30], [-0.01, -0.11, 0.04], [1.31, -0.53, 0.19], [-0.18, 0.17, 0.04], [0.78, -0.13, 0.71], [-0.58, 1.12, -0.52], [0.23, -0.40, -0.16], [0.25, -0.27, -0.14], [-0.09, 0.25, -0.37], [-0.03, 0.14, 0.34], [-0.10, -0.24, -0.08], [0.74, -0.51, 0.20], [-0.22, 0.13, -0.35], [-0.01, 0.34, 0.32], [0.54, 0.02, -0.21], [-0.39, 0.29, 0.35], [-0.05, 0.11, 0.13], [-0.03, 0.03, 0.06], [-0.07, 0.13, -0.03], [-0.02, -0.01, -0.05], [-0.10, -0.18, 0.00], [-0.16, 0.23, -0.13], [0.02, 0.04, 0.00], [0.25, -0.14, 0.11], [-0.01, -0.19, -0.10], [0.00, 0.03, -0.02], [0.03, 0.05, -0.06], [-0.08, -0.17, -0.03], [-0.01, 0.00, 0.21], [0.10, 0.06, 0.16], [-0.01, 0.12, -0.07], [0.05, 0.09, 0.06], [0.07, 0.00, 0.09], [0.13, -0.09, -0.13], [-0.04, 0.23, -0.06], [-0.12, 0.07, -0.07], [-0.07, -0.07, -0.05], [0.19, 0.31, -0.01], [-0.07, 0.19, -0.09], [-0.11, 0.25, 0.18], [-0.13, 0.15, 0.08], [0.18, -0.14, 0.17], [-0.06, -0.11, 0.01], [-0.01, -0.21, -0.04], [-0.01, -0.12, 0.09], [-0.46, -0.02, -0.05], [-0.25, 0.04, -0.09], [0.10, -0.34, 0.12], [0.06, -0.34, 0.09], [-0.16, 0.18, 0.03], [0.09, 0.00, 0.14], [-0.07, -0.13, -0.24], [-0.02, 0.02, -0.09], [-0.17, -0.17, 0.16], [-0.30, 0.06, 0.00], [0.07, 0.01, 0.03], [0.12, -0.12, -0.24], [0.14, -0.14, -0.08], [0.18, -0.01, -0.02], [-0.23, -0.12, -0.09], [0.15, -0.01, -0.04], [-0.05, 0.00, 0.05], [-0.05, 0.07, 0.01], [0.04, -0.11, 0.01], [-0.14, 0.02, 0.08], [-0.01, 0.03, -0.01], [0.00, 0.03, 0.04], [-0.04, 0.13, -0.07], [-0.06, -0.07, -0.03], [-0.11, 0.08, 0.15], [0.00, -0.11, -0.06], [0.06, -0.02, 0.01], [0.01, 0.04, 0.00], [-0.08, -0.04, 0.05], [0.10, 0.09, 0.10], [0.01, 0.01, -0.01], [0.08, -0.09, 0.08], [-0.05, 0.14, -0.11], [0.06, -0.03, -0.10], [0.10, 0.00, 0.02], [0.03, 0.01, -0.08], [0.06, -0.02, 0.07], [0.04, 0.01, 0.01], [0.09, -0.02, 0.05], [-0.06, 0.09, 0.10], [-0.03, -0.01, -0.01], [0.00, 0.01, 0.03], [-0.14, -0.06, -0.01]],
  "lowdin_charge": [-0.087, -0.229, -0.191, -0.192, -0.207, -0.193, -0.200, -0.165, -0.166, -0.119, -0.133, 0.019, -0.144, -0.144, -0.781, 0.010, 0.846, -0.920, 0.063, 0.046, 0.816, -0.369, -0.198, -0.175, 0.040, 0.136, 0.480, 0.273, -0.231, 0.830, -0.250, -0.641, 0.160, 0.162, 0.152, -0.394, 0.016, -0.162, -0.244, -0.090, 0.064, 0.044, 0.070, 0.101, 0.085, 0.107, 0.099, 0.119, 0.075, 0.081, 0.115, 0.108, 0.117, 0.092, 0.108, 0.100, 0.109, 0.091, 0.057, 0.119, 0.088, 0.136, 0.132, 0.085, 0.068, 0.110, 0.146, 0.131, 0.130, -0.009, 0.010, 0.003, 0.039, -0.007, 0.112, 0.015, 0.121, 0.079, 0.115, 0.079, 0.074, 0.080, -0.092, -0.097, 0.053, -0.574, 0.135, 0.079, 0.137, 0.133, 0.116, 0.121, -0.110, -0.139, 0.058, -0.571, 0.175, 0.065, 0.125, 0.134, 0.090, 0.104, -0.100, -0.105, 0.043, -0.568, 0.155, 0.076, 0.136, 0.136, 0.133, 0.133],
  "charge": 1,
  "e_homo_ev": -11.83
}


(2)
{
  "formula": "C18H47NO14S4",
  "method": "the ωB97M-V functional and the def2-TZVPD basis",
  "species": ["C", "C", "O", "S", "C", "O", "O", "H", "H", "H", "H", "H", "H", "H", "H", "C", "C", "O", "S", "C", "O", "O", "H", "H", "H", "H", "H", "H", "H", "H", "C", "C", "O", "S", "C", "O", "O", "H", "H", "H", "H", "H", "H", "H", "H", "C", "C", "O", "S", "C", "O", "O", "H", "H", "H", "H", "H", "H", "H", "H", "C", "C", "N", "H", "H", "H", "C", "C", "O", "H", "H", "H", "H", "H", "H", "C", "C", "O", "H", "H", "H", "H", "H", "H"],
  "positions_angstrom": [[18.539052, 3.913578, -4.385792], [17.152779, 3.311788, -4.496651], [16.654185, 3.818415, -5.758326], [15.028664, 3.831905, -5.907101], [15.006565, 3.876773, -7.715515], [14.536120, 2.557342, -5.477393], [14.605851, 5.083552, -5.315181], [18.409443, 4.964579, -4.112783], [19.088419, 3.933914, -5.326085], [19.210210, 3.516910, -3.622765], [17.127236, 2.221884, -4.564210], [16.483157, 3.594736, -3.683540], [14.019153, 4.180763, -8.048305], [15.208536, 2.849991, -8.015984], [15.820397, 4.481480, -8.108619], [27.819965, 3.539536, -0.572977], [26.860914, 3.436370, 0.636004], [25.582812, 3.959405, 0.286501], [24.297451, 3.013555, 0.279681], [23.839258, 3.103322, 2.013785], [23.283074, 3.701860, -0.460894], [24.689170, 1.658980, -0.034613], [28.344600, 4.496357, -0.543081], [27.278418, 3.319603, -1.484062], [28.641578, 2.844605, -0.380053], [26.848804, 2.364620, 0.845575], [27.234386, 3.970737, 1.507309], [23.617699, 4.169495, 2.071430], [24.605457, 2.851615, 2.741839], [23.000730, 2.426545, 2.157050], [21.153564, 2.167611, -8.112794], [20.788816, 3.630609, -8.064174], [20.403842, 4.028632, -9.379498], [19.550288, 5.385141, -9.544953], [19.844537, 5.609883, -11.285357], [18.182561, 4.988886, -9.284248], [20.132757, 6.494942, -8.841306], [20.299982, 1.558161, -8.433656], [21.304405, 1.685839, -7.142854], [21.979626, 1.889281, -8.765318], [19.873614, 3.742403, -7.468548], [21.609278, 4.206866, -7.629820], [20.922357, 5.556883, -11.423742], [19.433411, 6.567317, -11.585642], [19.411107, 4.770310, -11.823928], [25.765688, -6.351795, -2.699855], [24.312902, -5.944313, -2.610275], [24.162268, -4.541292, -2.321287], [24.162067, -3.586058, -3.629513], [23.722114, -2.065682, -2.799958], [25.515331, -3.434669, -4.115671], [23.124442, -4.041021, -4.527757], [26.373195, -5.878520, -1.924203], [26.217551, -6.036392, -3.640922], [25.904896, -7.419866, -2.531338], [23.735985, -6.214593, -3.493733], [23.875503, -6.473408, -1.763041], [24.046868, -1.194442, -3.365823], [24.368892, -2.030850, -1.923752], [22.652527, -2.038854, -2.619123], [21.019418, 1.439932, -0.524758], [20.773718, -0.007055, -0.570372], [20.584481, -1.137483, -0.638011], [20.512144, 2.003683, -1.300650], [22.080129, 1.465194, -0.781285], [20.854518, 1.877425, 0.454592], [22.783937, 1.465173, -4.385357], [22.340759, 2.898678, -4.320666], [21.866813, 3.330881, -3.029419], [21.900412, 0.862734, -4.163656], [23.653682, 1.269122, -3.761608], [23.037244, 1.184467, -5.411187], [21.485817, 3.124439, -4.958828], [23.089793, 3.665768, -4.539856], [22.599483, 3.453515, -2.411444], [23.315406, 6.683363, -5.997985], [24.013799, 8.023084, -6.002531], [24.307928, 8.466446, -7.336714], [23.855440, 5.953174, -6.608463], [22.360775, 6.777759, -6.522919], [23.147337, 6.281221, -4.999394], [24.945850, 8.106451, -5.438236], [23.320756, 8.761420, -5.575556], [23.623813, 9.083177, -7.599651]],
  "atomic_forces_ev_per_a": [[0.12, 0.90, 0.56], [0.31, -0.50, -0.42], [-1.16, -0.11, -0.18], [1.75, 1.16, -0.54], [0.18, -0.44, 0.64], [-0.36, 0.30, 0.23], [-0.28, -1.27, -0.52], [0.05, 0.03, -0.09], [-0.23, -0.34, -0.14], [-0.30, -0.42, 0.04], [0.20, 0.02, 0.07], [0.15, 0.21, 0.04], [0.02, 0.15, 0.04], [-0.16, -0.03, 0.04], [-0.16, 0.36, 0.23], [0.40, 0.46, 1.61], [1.38, -0.91, -0.83], [-1.01, 0.05, -0.35], [0.99, -0.90, 1.41], [-0.06, 0.41, -0.75], [0.47, -0.13, -0.05], [-0.35, 0.88, -0.25], [-0.49, 0.24, -0.62], [0.22, 0.06, -0.21], [-0.25, -0.34, -0.34], [-0.70, 0.13, 0.34], [-0.13, 0.10, -0.02], [-0.49, -0.18, 0.52], [0.39, -0.13, -0.45], [-0.25, 0.31, -0.02], [-0.77, -1.39, -0.09], [-0.64, -0.71, 0.97], [0.68, 1.00, -0.77], [-0.66, -0.75, -0.04], [0.19, -0.61, 0.30], [0.77, 0.73, -0.19], [-0.11, -0.63, -0.03], [-0.07, 0.40, -0.47], [0.46, 0.71, 0.26], [0.15, 0.39, 0.03], [0.40, 0.03, 0.36], [-0.17, 0.39, -0.40], [0.00, 0.30, 0.04], [-0.05, 0.01, 0.03], [-0.25, 0.12, 0.04], [0.71, 0.33, -0.09], [0.16, -0.79, 0.52], [-0.09, 0.63, -0.80], [0.15, 0.30, -0.08], [0.46, -0.19, -0.05], [-0.81, -0.31, 0.20], [0.74, 0.36, 0.58], [-0.30, 0.16, 0.11], [-0.06, -0.24, -0.06], [-0.24, -0.08, -0.33], [0.04, 0.12, -0.07], [-0.23, 0.31, 0.03], [-0.15, -0.32, -0.59], [-0.47, -0.21, 0.33], [0.05, -0.05, 0.34], [0.89, -0.76, -0.34], [-0.80, 0.38, 0.07], [0.15, -0.02, 0.00], [-0.23, -0.15, -0.02], [0.03, 0.57, 0.18], [-0.08, -0.12, 0.06], [-0.45, 0.03, -0.65], [-0.08, 1.85, 0.85], [-0.32, -0.63, 0.16], [0.32, -0.28, 0.51], [-0.19, -0.15, 0.24], [0.20, 0.18, -0.02], [0.07, -0.36, -0.28], [0.42, -0.54, -0.69], [-0.03, -0.06, -0.11], [0.08, -0.39, -0.68], [-0.53, 1.03, -0.19], [0.17, -0.29, 0.12], [0.29, 0.01, 0.28], [-0.12, 0.13, 0.26], [0.02, 0.07, 0.04], [-0.08, -0.47, 0.00], [0.20, -0.12, 0.27], [-0.06, -0.01, -0.12]],
  "lowdin_charge": [-0.054, -0.252, -0.291, 0.624, -0.100, -0.286, -0.287, 0.089, 0.057, 0.065, 0.117, 0.118, 0.070, 0.069, 0.051, -0.051, -0.265, -0.253, 0.594, -0.097, -0.271, -0.286, 0.075, 0.082, 0.079, 0.110, 0.123, 0.073, 0.075, 0.069, -0.062, -0.265, -0.268, 0.607, -0.113, -0.289, -0.278, 0.087, 0.063, 0.084, 0.106, 0.117, 0.073, 0.075, 0.074, -0.080, -0.265, -0.264, 0.619, -0.111, -0.294, -0.288, 0.083, 0.072, 0.078, 0.113, 0.121, 0.056, 0.074, 0.059, -0.064, -0.267, 0.125, 0.072, 0.047, 0.082, -0.078, -0.299, -0.111, 0.085, 0.071, 0.071, 0.089, 0.107, 0.036, -0.096, -0.315, -0.088, 0.074, 0.068, 0.068, 0.109, 0.110, 0.074],
  "charge": 0,
  "e_homo_ev": -10.39,
  "e_above_lowest_kj_mol": 0.00,
  "smiles": "CCOS(C)(=O)=O.CCOS(C)(=O)=O.CCOS(C)(=O)=O.CCOS(C)(=O)=O.CC#N.CCO.CCO"
}


(3)
{
  "formula": "C4H10NO",
  "method": "the ωB97M-V functional and the def2-TZVPD basis",
  "species": ["C", "C", "N", "C", "C", "O", "H", "H", "H", "H", "H", "H", "H", "H", "H", "H"],
  "positions_angstrom": [[0.674468, 1.768332, -1.596027], [0.058957, 0.361758, -1.270815], [-0.167096, 0.128978, 0.098518], [-0.835266, -1.078368, 0.616780], [-0.165397, -1.165922, 2.040929], [0.152942, -0.014457, 2.564734], [0.925961, 1.698076, -2.670505], [-0.038591, 2.577576, -1.355433], [1.700141, 1.807786, -1.084457], [0.672899, -0.490149, -1.715258], [-0.882160, 0.412946, -1.811290], [0.449232, 0.558606, 0.776311], [-1.863145, -0.865885, 0.597763], [-0.696703, -1.946222, -0.141389], [0.781425, -1.859592, 2.066047], [-0.767665, -1.893458, 2.884098]],
  "atomic_forces_ev_per_a": [[1.52, -1.90, 0.37], [0.38, 0.06, -0.33], [-0.43, 0.30, -0.39], [2.62, 0.35, -1.20], [0.49, -3.20, 2.70], [-0.16, 1.18, 0.35], [-0.32, 0.56, 0.27], [0.69, -0.33, -0.02], [-1.55, 0.55, -0.35], [-0.29, 0.87, -0.17], [-0.51, -0.54, -0.35], [-0.07, -0.24, 0.36], [-1.81, 0.03, 0.52], [0.20, 0.79, 1.35], [-0.78, 0.34, -1.16], [0.04, 1.17, -1.96]],
  "lowdin_charge": [-0.117, -0.367, -0.136, -0.214, -0.582, -0.345, 0.047, 0.064, 0.081, 0.104, 0.082, 0.075, 0.056, 0.106, 0.065, 0.082],
  "charge": -1,
  "e_homo_ev": -2.15,
  "e_above_lowest_kj_mol": 157.67,
  "smiles": "CCNCC[O-]"
}


Result set for max |F|: 0.0278 0.0422 0.0821 hartree/bohr, one per record in the order listed.
Result set for molecular weight: 1040.604 629.835 88.130 g/mol, one per record in the order listed.
Result set for LUMO level: -3.40 0.11 4.05 eV, one per record in the order listed.